A molecular structure, CH6N2O2, computed with ωB97M-V/def2-TZVPD.

Each line ends with the Löwdin charge.
Atoms and positions in Å:
C -1.796 0.791 -0.294  -0.404
N -0.863 -0.068 0.177  -0.061
N 2.077 -0.197 -0.007  0.045
O -0.974 -1.382 0.562  0.027
O -2.975 0.611 -0.269  0.008
H -1.229 2.029 -0.653  0.198
H 0.107 0.079 0.111  0.038
H 2.355 -0.435 -0.929  0.022
H 2.438 0.763 0.046  0.051
H 2.730 -0.758 0.443  0.003
H -1.870 -1.434 0.813  0.073

Forces on the atoms, in the same order (eV/Å):
C 2.00 2.24 0.04
N 0.52 1.54 -0.56
N -0.56 1.79 -0.77
O 0.19 -0.15 -0.53
O -0.92 -0.09 -0.30
H -1.33 -3.78 1.01
H 1.43 0.73 -0.29
H -0.39 -0.24 -1.65
H -0.16 -0.31 0.40
H 1.24 -1.13 1.97
H -2.01 -0.60 0.69

Output
Strongest force on any atom = 4.13 eV/Å
Lowest unoccupied orbital energy = 0.7 eV
Relative energy (zero: lowest compared OMol25 entry of this formula, charge and spin) = 385.6 kJ/mol